(1)
DFT (ωB97M-V/def2-TZVPD) results for a cluster of 3 separate species, C3H12NO in total at a distorted geometry.

For the energy above the lowest of the compared OMol25 structures with the same formula, charge and spin, the calculation gives 803.26 kJ/mol. Its max |F| is 3.10 eV/Å. The calculation puts the energy at -250.96440 a.u. The multiplicity is 1. The total charge is +1. As for the highest occupied orbital energy: -15.06 eV. The calculation puts the orbital gap at 4.8 eV.

Last columns: bonded neighbours and bond lengths (Å).
Positions of all 17 atoms, in Å:
1 C -2.64306 0.54283 -0.02275  C2 1.547, H5 1.101, H6 1.118, H7 1.105
2 C -2.17977 -0.65383 -0.88621  C1 1.547, H8 1.089, H9 1.092, H10 1.123
3 N 2.14777 -0.57655 -0.36290  C4 1.448, H11 0.997, H15 1.033
4 C 2.75791 0.68634 -0.00465  N3 1.448, H12 1.102, H13 1.105, H14 1.096
5 H -3.43200 0.19380 0.66096  C1 1.101
6 H -1.73335 0.78823 0.57887  C1 1.118
7 H -3.02565 1.40825 -0.59296  C1 1.105
8 H -1.58104 -0.32563 -1.73467  C2 1.089
9 H -1.51767 -1.23699 -0.24303  C2 1.092
10 H -2.98507 -1.33236 -1.27545  C2 1.123
11 H 2.70650 -1.34725 -0.06688  N3 0.997
12 H 2.60994 1.46917 -0.76671  C4 1.102
13 H 3.84609 0.52604 0.10432  C4 1.105
14 H 2.38343 1.08304 0.94598  C4 1.096
15 H 1.17127 -0.59324 -0.02501  N3 1.033
16 H -0.33491 -0.22586 1.98344  O17 0.989
17 O -0.09404 0.02207 1.05664  H16 0.989

---

(2)
DFT (ωB97M-V/def2-TZVPD) results for a cluster of 2 separate species, C2H7BrNO in total at a distorted geometry.

For the energy above the lowest of the compared OMol25 structures with the same formula, charge and spin, the calculation gives 192.83 kJ/mol. Its max |F| is 3.18 eV/Å. The calculation puts the energy at -2784.06781 a.u. The multiplicity is 1. The total charge is +1. As for the highest occupied orbital energy: -14.54 eV. The calculation puts the orbital gap at 8.5 eV.

Last columns: bonded neighbours and bond lengths (Å).
Positions of all 12 atoms, in Å:
1 C -1.04420 -0.36213 -0.17447  C2 1.468, N3 1.425, H6 1.131, H7 1.141
2 C -0.35307 0.90957 -0.42242  C1 1.468, O4 1.318, H8 1.161
3 N -1.18531 -1.06369 1.05735  C1 1.425, H10 0.980, H11 0.987
4 O 0.59396 1.33069 0.39222  C2 1.318, H12 0.981
5 Br 2.85995 -0.12600 0.00461  H9 1.405
6 H -2.02047 -0.20095 -0.72155  C1 1.131
7 H -0.54264 -0.90448 -1.04404  C1 1.141
8 H -0.67905 1.44155 -1.40174  C2 1.161
9 H 3.38839 -0.98860 -0.96984  Br5 1.405
10 H -1.99930 -0.89498 1.57588  N3 0.980
11 H -0.34452 -1.06928 1.57441  N3 0.987
12 H 1.32625 1.92831 0.12961  O4 0.981

---

(3)
DFT (ωB97M-V/def2-TZVPD) results for an isolated molecule of C18H20FN5O2 at a distorted geometry.

For the energy above the lowest of the compared OMol25 structures with the same formula, charge and spin, the calculation gives 313.26 kJ/mol. Its max |F| is 2.80 eV/Å. The calculation puts the energy at -1221.95049 a.u. The multiplicity is 1. As for the SMILES: N[C@@H](CCCCCC(=O)c1ccon1)c1cnn(-c2ccc(F)cc2)n1. As for the highest occupied orbital energy: -8.52 eV. The calculation puts the orbital gap at 8.6 eV.

Last columns: bonded neighbours and bond lengths (Å).
Positions of all 46 atoms, in Å:
1 N 3.02042 1.92712 2.25829  C2 1.472, H27 1.015, H28 1.019
2 C 1.86697 1.03069 2.07726  N1 1.472, C3 1.565, C15 1.540, H29 1.101
3 C 0.61634 1.90013 2.43527  C2 1.565, C4 1.512, H30 1.106, H31 1.071
4 C -0.67024 1.11294 2.32592  C3 1.512, C5 1.528, H32 1.089, H33 1.112
5 C -1.88273 1.94475 2.74305  C4 1.528, C6 1.518, H34 1.099, H35 1.084
6 C -3.19891 1.35586 2.26928  C5 1.518, C7 1.528, H36 1.098, H37 1.114
7 C -3.51844 1.60117 0.79566  C6 1.528, C8 1.537, H38 1.097, H39 1.102
8 C -2.85900 0.63649 -0.20343  C7 1.537, O9 1.223, C10 1.512
9 O -3.17179 -0.54486 -0.14795  C8 1.223
10 C -1.88825 1.09533 -1.26732  C8 1.512, C11 1.453, N14 1.307
11 C -1.38224 0.31519 -2.38381  C10 1.453, C12 1.363, H40 1.098
12 C -0.48551 1.08722 -3.05948  C11 1.363, O13 1.365, H41 1.086
13 O -0.41561 2.31531 -2.46840  C12 1.365, N14 1.442
14 N -1.29937 2.25998 -1.33060  C10 1.307, O13 1.442
15 C 1.88285 0.39264 0.67627  C2 1.540, C16 1.426, N26 1.300
16 C 2.12847 0.99600 -0.59202  C15 1.426, N17 1.318, H42 1.088
17 N 2.02374 0.12935 -1.57930  C16 1.318, N18 1.386
18 N 1.74615 -1.04179 -0.89289  N17 1.386, C19 1.400, N26 1.372
19 C 1.62145 -2.29385 -1.50727  N18 1.400, C20 1.406, C25 1.396
20 C 0.94568 -3.34621 -0.86505  C19 1.406, C21 1.402, H43 1.104
21 C 0.72617 -4.55495 -1.53993  C20 1.402, C22 1.383, H44 1.077
22 C 1.22420 -4.71337 -2.82061  C21 1.383, F23 1.339, C24 1.400
23 F 1.05466 -5.88338 -3.44944  C22 1.339
24 C 1.91202 -3.68192 -3.47096  C22 1.400, C25 1.385, H45 1.095
25 C 2.09022 -2.47841 -2.80918  C19 1.396, C24 1.385, H46 1.071
26 N 1.58448 -0.85383 0.45634  C15 1.300, N18 1.372
27 H 2.92905 2.42182 3.13968  N1 1.015
28 H 3.90255 1.41818 2.21477  N1 1.019
29 H 1.90979 0.17488 2.76922  C2 1.101
30 H 0.55247 2.80863 1.80753  C3 1.106
31 H 0.69332 2.24769 3.44561  C3 1.071
32 H -0.80618 0.84196 1.28046  C4 1.089
33 H -0.59344 0.21914 2.98263  C4 1.112
34 H -1.79900 2.96006 2.32972  C5 1.099
35 H -1.86754 2.09296 3.81641  C5 1.084
36 H -4.02763 1.81345 2.82496  C6 1.098
37 H -3.27523 0.27468 2.52596  C6 1.114
38 H -3.19587 2.59666 0.46768  C7 1.097
39 H -4.60563 1.47211 0.67020  C7 1.102
40 H -1.53637 -0.76486 -2.50752  C11 1.098
41 H 0.09068 0.79184 -3.93161  C12 1.086
42 H 2.38978 2.03431 -0.78755  C16 1.088
43 H 0.51445 -3.22424 0.14367  C20 1.104
44 H 0.17881 -5.34307 -1.04980  C21 1.077
45 H 2.28957 -3.87200 -4.48120  C24 1.095
46 H 2.58464 -1.67183 -3.31051  C25 1.071

---

(4)
DFT (ωB97M-V/def2-TZVPD) results for a cluster of 2 separate species, C4H9NOS in total at a distorted geometry.

For the energy above the lowest of the compared OMol25 structures with the same formula, charge and spin, the calculation gives 437.86 kJ/mol. Its max |F| is 3.61 eV/Å. The calculation puts the energy at -685.85218 a.u. The multiplicity is 1. As for the SMILES: C1=NC1.CCSO. As for the highest occupied orbital energy: -8.44 eV. The calculation puts the orbital gap at 9.3 eV.

Last columns: bonded neighbours and bond lengths (Å).
Positions of all 16 atoms, in Å:
1 C -0.26741 1.15680 2.45456  N2 1.264, C3 1.518, H4 1.064
2 N -0.33666 -0.09345 2.62972  C1 1.264, C3 1.494
3 C 1.04361 0.46010 2.77327  C1 1.518, N2 1.494, H5 1.030, H6 1.100
4 H -0.83747 2.05157 2.37601  C1 1.064
5 H 1.82560 0.35185 2.11217  C3 1.030
6 H 1.48652 0.44739 3.78059  C3 1.100
7 C -0.51040 -0.82230 -2.71057  C8 1.537, H11 1.084, H12 1.201, H13 1.068
8 C -0.78701 0.28158 -1.67707  C7 1.537, S9 1.863, H14 1.064, H15 1.079
9 S 0.74498 0.38978 -0.62290  C8 1.863, O10 1.602
10 O 0.83817 -1.08416 -0.00336  S9 1.602, H16 1.019
11 H -0.79290 -1.83371 -2.44140  C7 1.084
12 H -1.08749 -0.57526 -3.73415  C7 1.201
13 H 0.53132 -1.01534 -2.84452  C7 1.068
14 H -1.53387 0.17884 -0.92580  C8 1.064
15 H -0.80334 1.26623 -2.11690  C8 1.079
16 H 0.48636 -1.15989 0.95035  O10 1.019

---

| no. | LUMO level (hartree) |
| --- | --- |
| 1 | -0.3783 |
| 2 | -0.2211 |
| 3 | 0.0030 |
| 4 | 0.0301 |